{"formula": "C32H16CsN8", "method": "ωB97M-V with the def2-TZVPD basis set", "symbols": ["C", "C", "C", "H", "C", "C", "H", "C", "C", "H", "C", "H", "C", "H", "C", "C", "N", "C", "H", "N", "C", "N", "N", "H", "C", "H", "Cs", "C", "C", "C", "H", "C", "C", "C", "C", "C", "N", "H", "H", "C", "H", "C", "C", "N", "N", "C", "H", "C", "C", "H", "H", "C", "C", "N", "C", "H", "C"], "coordinates": [[-0.404625, 4.000826, -5.757380], [-2.589130, -0.941151, -2.240602], [-1.021056, 7.246521, 1.771536], [-1.486130, 7.452012, 3.857745], [-0.839742, 6.384124, 0.697584], [-3.818442, -1.801019, 5.516655], [-5.337323, -4.191509, -4.337276], [-1.491277, 5.391814, 3.261137], [-5.220559, -4.217819, -2.193107], [-4.940041, -4.006734, -0.060387], [-1.193388, 1.902006, -4.145739], [-0.803885, 2.675793, -7.399058], [-1.208386, 1.724926, -5.520666], [-2.572358, 1.368327, 5.759185], [-2.715918, 0.195754, 3.965777], [-3.668931, -2.022752, 4.155412], [-2.389128, -0.804204, -0.923989], [-2.871869, 0.422759, 5.324561], [-0.606882, 6.752735, -0.293749], [-2.120950, -0.154732, -3.209641], [-2.201204, 1.020045, 2.859666], [-2.270757, 0.328843, 1.710503], [-1.803921, 2.282789, 3.029300], [-1.757815, 4.999793, 4.234847], [-0.970240, 5.024887, 0.924381], [-0.099065, 4.811183, -6.408317], [0.076561, 0.199462, 0.091044], [-1.392553, 3.067314, 2.041963], [-0.400545, 4.181406, -4.381399], [-3.095797, -1.714941, -0.242556], [-5.902588, -5.055330, -2.107502], [-0.885301, 3.839894, 0.045918], [-0.795630, 3.118844, -3.583404], [-3.489865, -2.083028, -2.472076], [-4.685965, -3.643360, -1.048428], [-4.035607, -2.649674, -3.613545], [-1.366148, 1.708426, -1.855014], [-3.980673, -2.950558, 3.691860], [-0.919256, 8.315412, 1.627134], [-1.343468, 6.755421, 3.040346], [-4.251403, -2.570466, 6.144710], [-0.933309, 2.950133, -2.126998], [-3.107735, -1.014934, 3.386253], [-3.209430, -1.816044, 1.081270], [-0.711638, 3.944687, -1.265293], [-0.805647, 2.784185, -6.320993], [-3.791437, -2.251788, -4.590718], [-1.292658, 4.533680, 2.193325], [-3.812947, -2.576768, -1.197382], [-0.103231, 5.121289, -3.933173], [-1.531426, 0.781820, -5.943815], [-3.423037, -0.590112, 6.096623], [-2.822477, -0.883567, 1.945192], [-1.094127, 2.728468, 0.774411], [-4.898730, -3.725989, -3.462729], [-3.555945, -0.444563, 7.161938], [-1.564769, 1.035402, -3.011272]], "forces_ev_per_a": [[0.0, 0.0, 0.0], [-0.1, 0.0, 0.0], [0.0, 0.0, 0.0], [0.0, 0.0, 0.0], [0.0, 0.1, 0.0], [0.0, 0.0, 0.0], [0.0, 0.0, 0.0], [0.0, 0.0, 0.1], [0.0, 0.0, 0.0], [0.0, 0.0, 0.0], [0.1, 0.1, 0.1], [0.0, 0.0, 0.0], [0.0, -0.1, 0.0], [0.0, 0.0, 0.0], [0.0, 0.0, 0.0], [0.0, -0.1, 0.0], [0.2, 0.5, 0.3], [0.0, 0.0, 0.0], [0.0, 0.0, 0.0], [-0.1, 0.0, -0.1], [0.1, 0.0, -0.1], [0.0, -0.1, -0.2], [0.0, 0.0, 0.1], [0.0, 0.0, 0.0], [0.0, -0.1, 0.1], [0.0, 0.0, 0.0], [0.5, -0.2, 0.1], [-0.1, 0.2, 0.0], [0.0, 0.0, 0.0], [-0.1, 0.0, -0.1], [0.0, 0.0, 0.0], [-0.1, 0.1, 0.1], [0.0, 0.0, 0.0], [0.1, 0.0, 0.1], [0.0, 0.0, 0.0], [0.0, 0.0, -0.1], [0.0, -0.2, 0.1], [0.0, 0.0, 0.0], [0.0, 0.0, 0.0], [0.0, 0.0, 0.0], [0.0, 0.0, 0.0], [0.0, -0.1, 0.1], [0.1, 0.1, 0.0], [-0.1, -0.1, 0.0], [0.0, 0.1, -0.1], [0.0, 0.0, 0.0], [0.0, 0.0, 0.0], [0.1, -0.1, -0.1], [0.1, 0.0, 0.0], [0.0, 0.0, 0.0], [0.0, 0.0, 0.0], [0.0, 0.0, 0.0], [-0.3, 0.0, 0.2], [-0.2, -0.2, -0.1], [0.0, 0.0, 0.0], [0.0, 0.0, 0.0], [-0.2, 0.1, -0.3]], "mulliken_charge": [-0.5775, -0.4079, -0.5440, 0.3693, -0.1208, -0.5453, 0.3696, -0.1232, -0.5277, 0.5130, 0.2546, 0.3753, -0.1046, 0.5175, 0.1025, -0.1020, 0.1941, -0.1053, 0.5193, -0.4857, -0.1899, -0.3423, -0.5117, 0.5214, 0.1416, 0.3737, 1.2010, -0.4277, -0.0760, -0.3967, 0.3709, -0.4616, 0.0981, 0.0988, -0.1739, -0.1554, -0.3484, 0.5120, 0.3746, -0.5404, 0.3769, -0.1896, 0.2494, -0.4793, -0.5182, -0.5412, 0.5132, 0.1308, 0.0982, 0.5165, 0.5115, -0.5583, -0.3842, 0.1674, -0.5342, 0.3726, -0.3708], "lumo_energy_ev": 1.843, "total_charge": -1, "homo_lumo_gap_ev": 4.94}

=====

{"formula": "C32H16IN8Ru", "method": "ωB97M-V with the def2-TZVPD basis set", "symbols": ["H", "C", "H", "C", "C", "C", "H", "C", "C", "C", "C", "C", "H", "N", "H", "C", "C", "I", "H", "N", "N", "C", "C", "H", "C", "C", "C", "H", "C", "H", "H", "H", "C", "N", "C", "H", "H", "C", "N", "C", "H", "N", "C", "H", "N", "C", "C", "C", "C", "C", "C", "C", "C", "C", "C", "Ru", "H", "N"], "coordinates": [[4.894819, 5.093479, -2.512021], [3.576085, -0.553081, 2.146890], [2.906832, -3.505192, 3.703622], [-5.282736, 0.950892, -1.220900], [-3.316163, -5.581322, 0.380354], [-3.925628, 3.334479, -1.950586], [4.794146, 3.207796, -0.888061], [-2.222548, -1.962929, 0.145852], [-0.368354, -2.718135, 1.139249], [3.428599, -2.595126, 3.437414], [1.678073, -1.765066, 1.712716], [2.786585, 5.101844, -2.899220], [-5.884194, 4.092384, -2.371325], [1.629199, -0.644843, 0.926467], [-2.079475, -7.104049, 1.242337], [-1.256907, -3.866591, 0.978023], [-3.243169, 2.223121, -1.499602], [0.848615, -1.203728, -2.504698], [-3.402452, 4.240152, -2.229164], [-1.658807, 0.693794, -0.835768], [-3.125658, -1.154636, -0.378335], [0.406598, 2.666095, -1.245578], [-2.884827, 0.092000, -0.729434], [2.859130, 5.921901, -3.601397], [4.648669, -2.255836, 4.014563], [-2.158660, -6.052589, 1.001278], [1.508858, 3.490381, -1.733147], [0.642473, 4.897116, -3.109607], [4.790076, -0.213010, 2.709397], [6.266000, -0.852152, 4.124410], [-7.057497, 2.032550, -1.742040], [-5.791609, 0.035880, -0.948132], [-2.412544, -3.396100, 0.358218], [3.075799, 1.230387, 0.525698], [-3.909027, 1.053075, -1.143013], [-4.357126, -3.864140, -0.430057], [-4.112830, -6.276041, 0.151497], [-1.816289, 1.975203, -1.295212], [0.902999, 1.745875, -0.361541], [3.900359, 3.577783, -1.372404], [5.090193, -2.911854, 4.753124], [0.811631, -2.758039, 1.728502], [-1.107604, -5.197627, 1.313550], [5.305397, 0.695872, 2.426430], [-0.991916, -1.609292, 0.630520], [-5.978777, 2.069847, -1.667878], [-5.311769, 3.241257, -2.026250], [2.746485, 0.117310, 1.146541], [-3.462470, -4.238599, 0.050352], [1.544663, 4.536443, -2.633210], [5.317740, -1.084813, 3.656828], [2.664153, 3.020113, -1.114696], [2.909044, -1.722775, 2.503188], [2.258959, 1.911946, -0.254560], [3.944657, 4.630488, -2.279378], [0.049531, -0.069875, -0.146719], [-0.207335, -5.555365, 1.795778], [-0.859992, 2.833342, -1.578864]], "forces_ev_per_a": [[0.0, 0.0, 0.0], [0.0, 0.1, -0.1], [0.0, 0.0, 0.0], [-0.1, 0.0, 0.0], [0.0, 0.0, 0.0], [0.0, 0.1, 0.0], [0.0, 0.0, 0.0], [0.0, 0.1, 0.1], [-0.1, 0.1, 0.1], [0.0, -0.1, 0.1], [0.0, 0.0, -0.1], [0.0, 0.0, 0.0], [0.0, 0.0, 0.0], [0.1, 0.0, 0.3], [0.0, 0.0, 0.0], [0.1, 0.0, 0.1], [0.1, 0.1, 0.0], [-0.1, 0.1, 0.2], [0.0, 0.0, 0.0], [-0.2, 0.2, 0.1], [0.1, 0.0, 0.0], [-0.1, 0.0, 0.2], [0.1, 0.0, -0.1], [0.0, 0.0, 0.0], [0.0, 0.0, 0.0], [0.0, 0.0, 0.0], [-0.2, 0.0, 0.0], [0.0, 0.0, 0.0], [0.1, 0.1, 0.1], [0.0, 0.0, 0.0], [0.0, 0.0, 0.0], [0.0, 0.0, 0.0], [-0.1, 0.1, 0.0], [0.0, 0.0, -0.1], [0.0, -0.2, 0.0], [0.0, 0.0, 0.0], [0.0, 0.0, 0.0], [0.0, -0.1, 0.0], [0.2, -0.1, -0.4], [0.1, 0.0, 0.0], [0.0, 0.0, 0.0], [0.0, 0.0, -0.1], [0.0, -0.1, 0.0], [0.0, 0.0, 0.0], [0.1, -0.2, -0.3], [0.0, 0.0, 0.0], [0.0, 0.0, 0.0], [0.0, -0.1, -0.1], [-0.1, 0.0, 0.0], [0.0, 0.1, -0.1], [0.0, 0.0, 0.0], [0.1, -0.1, 0.1], [-0.1, -0.1, -0.1], [-0.1, 0.0, 0.2], [0.0, 0.0, 0.0], [0.1, -0.1, -0.3], [0.0, 0.0, 0.0], [0.1, 0.0, 0.0]], "lowdin_spin": [0.0004, 0.0127, 0.0007, 0.0210, 0.0177, 0.0210, 0.0008, 0.1096, 0.1109, 0.0216, 0.1073, 0.0175, 0.0005, 0.0155, 0.0004, 0.0112, 0.0123, 0.4734, 0.0007, 0.0164, -0.0077, 0.1091, 0.1043, 0.0004, 0.0184, 0.0173, 0.0113, 0.0008, 0.0216, 0.0005, 0.0004, 0.0007, 0.0115, -0.0075, 0.0123, 0.0008, 0.0004, 0.1031, 0.0371, 0.0228, 0.0005, -0.0088, 0.0229, 0.0008, 0.0364, 0.0179, 0.0179, 0.1062, 0.0226, 0.0225, 0.0184, 0.0111, 0.0127, 0.1104, 0.0171, 2.1675, 0.0008, -0.0065], "lumo_energy_ev": [-4.820, -5.532], "multiplicity": 5, "total_charge": 1, "homo_lumo_gap_ev": [4.96, 5.72]}

=====

{"formula": "C32H20BClF2IN6O3SY", "method": "ωB97M-V with the def2-TZVPD basis set", "symbols": ["C", "C", "Cl", "C", "C", "C", "H", "H", "C", "C", "C", "F", "C", "N", "C", "S", "C", "C", "H", "Y", "C", "H", "C", "C", "C", "C", "O", "H", "H", "O", "H", "C", "C", "C", "H", "H", "H", "C", "C", "B", "C", "C", "H", "C", "C", "N", "C", "N", "N", "O", "H", "H", "H", "N", "C", "H", "H", "I", "H", "C", "H", "C", "C", "F", "C", "H", "H", "N"], "coordinates": [[-1.093557, -2.016917, 3.745152], [0.437078, 2.532395, -1.642236], [3.527489, -3.495313, -5.694127], [-2.279648, -0.682606, -4.488893], [-2.700027, -0.733954, -3.204188], [-4.073675, 1.707923, 3.125576], [1.955685, 4.659240, -1.346691], [-1.007980, -1.547355, 7.611639], [3.206917, 0.130209, -1.703596], [-1.244760, 0.047030, -4.953517], [1.931596, -1.619325, -2.398361], [2.485287, -2.109982, 2.056115], [2.731978, -1.836900, -3.590134], [-1.026287, -0.799590, 4.334339], [-3.077297, 0.822183, 1.166266], [-1.227450, -2.345452, 2.031073], [-1.700305, 1.654737, 2.823483], [-0.958386, -0.746083, 5.673947], [3.488239, 3.879286, 2.537207], [0.013761, -0.290013, 0.216590], [1.276822, -3.658862, -4.158202], [-1.070509, 0.085619, -6.003513], [1.331782, 2.832467, -0.394702], [0.711418, -2.359155, -2.190855], [-0.529872, 0.829773, -3.996986], [2.828837, 4.465574, 0.640063], [-4.388301, 0.322141, -0.675238], [3.425241, 5.358969, 0.494356], [-5.190519, 0.897920, 1.495617], [0.300636, 3.436102, -2.466981], [-4.960368, 2.023245, 3.713907], [-2.792642, 1.999105, 3.601240], [-0.993952, -1.784876, 6.584912], [2.409544, -2.934492, -4.407801], [0.301525, 1.483507, -4.277313], [4.376971, -1.032396, -4.644866], [4.745009, 0.822142, -2.913687], [3.748122, -0.929389, -3.782362], [2.029611, 4.053272, -0.421102], [1.860369, -0.801986, 2.029368], [3.995839, 0.066441, -2.845611], [-1.941753, -0.045540, -2.235295], [-1.244153, -3.970096, 6.530624], [-1.150110, -3.071634, 5.984553], [0.409821, -3.315723, -3.134847], [-0.069627, 1.302861, -1.659496], [-1.147872, -3.163513, 4.625707], [2.218184, -0.706001, -1.497433], [-2.086009, -0.090978, -0.850587], [0.005697, -2.106212, -1.180655], [-2.667582, 2.548982, 4.533986], [-0.891717, 0.245538, 6.040908], [3.454787, 0.823095, -0.892178], [1.390471, 2.042903, 0.678065], [-3.242221, 0.282163, -0.223972], [-1.211493, -4.119531, 4.105730], [-2.885357, -1.214635, -5.213470], [-1.109134, -4.571114, -2.648928], [1.040134, -4.522679, -4.830613], [2.850597, 3.572711, 1.713421], [-3.561824, -1.289899, -2.857729], [2.108061, 2.427803, 1.739687], [-4.222998, 1.107269, 1.895316], [2.423545, -0.040621, 3.108717], [-0.870588, 0.755236, -2.674234], [-0.690905, 1.892932, 3.106125], [2.134154, 1.740156, 2.535100], [-1.846306, 1.101859, 1.621592]], "forces_ev_per_a": [[-0.2, -0.4, 1.0], [-0.1, -1.3, 0.2], [-0.5, 0.5, 0.5], [-1.8, -1.2, -1.8], [0.5, 0.6, 2.8], [-0.1, 0.6, 0.8], [-0.1, -0.5, 0.7], [0.1, -0.1, 1.1], [0.5, -0.2, 0.5], [1.5, 1.9, 1.5], [0.2, -0.6, -2.0], [-0.8, 2.2, 0.2], [-0.8, 0.0, 1.4], [0.2, -0.8, -0.5], [0.5, -0.1, 0.4], [0.2, 0.6, 0.4], [-0.5, 0.2, -0.4], [0.0, -0.4, -0.4], [-0.2, -0.5, 0.3], [-0.1, 0.2, -0.3], [0.4, -0.8, -1.6], [0.5, 0.1, -0.6], [-0.1, 1.0, -0.2], [0.4, 0.4, 0.2], [0.0, -0.4, -2.0], [-1.0, -1.6, -1.2], [-0.2, -0.1, -0.4], [0.0, 0.0, 0.6], [-0.3, -0.2, -0.3], [0.1, 0.6, -0.3], [0.6, -0.4, -0.4], [-0.4, 0.3, 0.1], [-0.5, -0.7, -2.2], [0.0, -0.6, -0.5], [-0.3, -0.3, 0.0], [0.2, 0.1, -0.4], [0.6, 0.2, -0.5], [1.2, 1.0, 0.3], [0.1, 0.7, -1.0], [1.6, -1.4, 1.3], [-0.6, -0.5, -0.1], [-0.8, -0.4, -0.5], [0.0, -0.8, 0.8], [0.4, 1.5, 0.0], [0.3, -0.5, 0.1], [0.7, 0.3, 1.4], [-0.1, 0.1, -1.3], [-0.4, 1.0, 1.1], [-1.6, 0.7, 1.5], [-0.5, 0.3, 0.9], [0.1, -0.3, -0.1], [0.1, 1.0, 0.5], [-0.3, -0.1, -0.3], [-0.9, -0.4, -0.8], [1.1, -0.6, -1.5], [0.0, 0.1, 0.3], [0.0, -0.2, -0.2], [-1.0, -0.6, 0.0], [0.2, 0.9, 0.8], [1.2, 2.0, 0.7], [0.1, -0.1, -0.2], [-0.1, 0.2, -1.4], [0.4, 0.2, 0.4], [-0.4, -1.3, -0.9], [0.5, 0.2, 0.6], [0.2, -0.1, 0.3], [0.0, -0.4, 0.9], [0.1, -0.5, -0.3]], "mulliken_charge": [0.2401, 0.0148, -0.3283, -0.4517, -0.8008, -0.2704, 0.3905, 0.4270, -0.1608, -1.0377, 0.3256, -0.2865, 0.0324, 0.0353, 0.4087, -0.3245, -0.2616, -0.1968, 0.3843, -0.2646, -0.1677, 0.4441, 0.2392, 0.5992, 0.1271, -0.5375, -0.8112, 0.3838, 0.5161, -0.8285, 0.3196, -0.6500, -0.8269, 0.1388, 0.4301, 0.4248, 0.4383, -0.7568, -0.4017, 0.4765, -1.2011, 0.1294, 0.3864, -0.2733, -0.0523, 0.5233, -0.8355, 0.2455, 0.5783, -0.7691, 0.4047, 0.3577, 0.3862, 0.6207, -0.0225, 0.3479, 0.3070, -0.0106, 0.2734, -0.7815, 0.4530, -0.8011, -0.8557, -0.2686, 0.0264, 0.3277, 0.8098, 0.2616], "lumo_energy_ev": 3.992, "total_charge": -2, "de_lowest_kcal_mol": 0.0, "homo_lumo_gap_ev": 5.96}